No. 1
This record from OMol25 describes 2 unconnected molecules or ions with the total composition C5H10O. The level of theory is the ωB97M-V functional and the def2-TZVPD basis.

Values from the calculation:
Energy above the lowest of the compared OMol25 structures with the same formula, charge and spin   2.3196 eV
HOMO-LUMO gap   10.595 eV
SMILES   C[C@H]1[C@H]2C[C@@H]12.O
Charge   0
HOMO   -9.59 eV

Each atom is followed by the atoms it is bonded to, with distances in Å.
CARTESIAN COORDINATES (ANGSTROEM)
1 C -1.684 0.058 0.009  C2 1.516, H6 1.095, H7 1.094, H8 1.095
2 C -0.400 0.682 0.519  C1 1.516, C3 1.492, C5 1.507, H9 1.093
3 C 0.452 0.023 1.552  C2 1.492, C4 1.494, C5 1.482, H10 1.081
4 C 0.943 -1.158 0.779  C3 1.494, C5 1.495, H11 1.089, H12 1.091
5 C 0.993 0.213 0.185  C2 1.507, C3 1.482, C4 1.495, H13 1.082
6 H -2.462 0.189 0.769  C1 1.095
7 H -1.578 -1.015 -0.175  C1 1.094
8 H -2.026 0.519 -0.923  C1 1.095
9 H -0.456 1.769 0.615  C2 1.093
10 H 0.828 0.422 2.483  C3 1.081
11 H 1.895 -1.582 1.091  C4 1.089
12 H 0.244 -1.900 0.390  C4 1.091
13 H 1.847 0.804 -0.118  C5 1.082
14 O 0.413 0.076 -2.702  H15 0.968, H16 0.964
15 H 0.373 -0.118 -1.755  O14 0.968
16 H 0.619 1.018 -2.721  O14 0.964

Results of the natural (NBO) charge analysis, in e, for atoms 1 through 4: C -0.62; C -0.20; C -0.23; C -0.39


No. 2
This record from OMol25 describes 2 unconnected molecules or ions with the total composition C5H10O. The level of theory is the ωB97M-V functional and the def2-TZVPD basis.

Values from the calculation:
Energy above the lowest of the compared OMol25 structures with the same formula, charge and spin   2.1619 eV
HOMO-LUMO gap   10.907 eV
SMILES   OC1CC1.C=C
Charge   0
HOMO   -9.76 eV

Each atom is followed by the atoms it is bonded to, with distances in Å.
CARTESIAN COORDINATES (ANGSTROEM)
1 O 0.365 -0.658 -1.298  C2 1.393, H5 0.969
2 C 0.857 0.548 -0.806  O1 1.393, C3 1.504, C4 1.489, H6 1.092
3 C 1.470 0.590 0.567  C2 1.504, C4 1.510, H7 1.087, H8 1.087
4 C 2.337 0.639 -0.668  C2 1.489, C3 1.510, H9 1.086, H10 1.086
5 H -0.476 -0.830 -0.849  O1 0.969
6 H 0.327 1.441 -1.143  C2 1.092
7 H 1.362 1.492 1.164  C3 1.087
8 H 1.475 -0.338 1.132  C3 1.087
9 H 2.834 1.571 -0.924  C4 1.086
10 H 2.887 -0.263 -0.919  C4 1.086
11 C -2.578 -0.318 0.197  C12 1.330, H13 1.087, H14 1.088
12 C -1.901 -1.082 1.050  C11 1.330, H15 1.088, H16 1.087
13 H -3.373 -0.720 -0.427  C11 1.087
14 H -2.365 0.744 0.092  C11 1.088
15 H -1.107 -0.673 1.671  C12 1.088
16 H -2.113 -2.143 1.161  C12 1.087

Results of the natural (NBO) charge analysis, in e, for atoms 1 through 4: O -0.72; C 0.08; C -0.46; C -0.43


No. 3
This record from OMol25 describes 2 unconnected molecules or ions with the total composition C5H10O in a non-equilibrium geometry. The level of theory is the ωB97M-V functional and the def2-TZVPD basis.

Values from the calculation:
Energy above the lowest of the compared OMol25 structures with the same formula, charge and spin   2.8340 eV
HOMO-LUMO gap   9.627 eV
SMILES   C=C(C)C.C=O
Charge   0
HOMO   -8.73 eV

Each atom is followed by the atoms it is bonded to, with distances in Å.
CARTESIAN COORDINATES (ANGSTROEM)
1 C -0.047 -0.112 0.735  C2 1.335, H5 1.085, H6 1.091
2 C -0.870 0.075 -0.300  C1 1.335, C3 1.501, C4 1.487
3 C -0.895 1.419 -0.967  C2 1.501, H7 1.098, H8 1.092, H9 1.100
4 C -1.740 -1.023 -0.798  C2 1.487, H10 1.098, H11 1.095, H12 1.086
5 H -0.351 0.714 1.370  C1 1.085
6 H 0.223 -1.124 1.040  C1 1.091
7 H -0.349 2.184 -0.398  C3 1.098
8 H -1.885 1.785 -1.245  C3 1.092
9 H -0.319 1.269 -1.892  C3 1.100
10 H -2.756 -0.623 -0.908  C4 1.098
11 H -1.788 -1.817 -0.046  C4 1.095
12 H -1.402 -1.419 -1.752  C4 1.086
13 C 3.041 -0.328 1.290  O14 1.205, H15 1.107, H16 1.108
14 O 3.369 -1.385 0.814  C13 1.205
15 H 3.162 0.631 0.750  C13 1.107
16 H 2.608 -0.247 2.307  C13 1.108

Results of the natural (NBO) charge analysis, in e, for atoms 1 through 4: C -0.53; C 0.10; C -0.65; C -0.66


No. 4
This record from OMol25 describes 2 unconnected molecules or ions with the total composition C5H10O. The level of theory is the ωB97M-V functional and the def2-TZVPD basis.

Values from the calculation:
Energy above the lowest of the compared OMol25 structures with the same formula, charge and spin   1.3477 eV
HOMO-LUMO gap   10.706 eV
SMILES   C=CC.CC=O
Charge   0
HOMO   -9.63 eV

Each atom is followed by the atoms it is bonded to, with distances in Å.
CARTESIAN COORDINATES (ANGSTROEM)
1 C -0.912 -1.501 0.864  C2 1.329, H4 1.087, H5 1.087
2 C -1.251 -0.216 0.893  C1 1.329, C3 1.503, H6 1.090
3 C -1.677 0.569 -0.316  C2 1.503, H7 1.096, H8 1.097, H9 1.095
4 H -0.892 -2.057 -0.070  C1 1.087
5 H -0.605 -2.040 1.756  C1 1.087
6 H -1.216 0.321 1.841  C2 1.090
7 H -1.309 1.600 -0.273  C3 1.096
8 H -2.770 0.624 -0.391  C3 1.097
9 H -1.302 0.103 -1.233  C3 1.095
10 C 1.773 1.007 -0.282  C11 1.500, H13 1.096, H14 1.093, H15 1.091
11 C 1.600 -0.481 -0.205  C10 1.500, O12 1.210, H16 1.107
12 O 1.320 -1.175 -1.155  C11 1.210
13 H 2.846 1.230 -0.307  C10 1.096
14 H 1.355 1.505 0.597  C10 1.093
15 H 1.307 1.386 -1.193  C10 1.091
16 H 1.776 -0.929 0.792  C11 1.107

Results of the natural (NBO) charge analysis, in e, for atoms 1 through 4: C -0.40; C -0.19; C -0.66; H 0.21


No. 5
This record from OMol25 describes C5H10O in the gas phase. The level of theory is the ωB97M-V functional and the def2-TZVPD basis.

Values from the calculation:
Energy above the lowest of the compared OMol25 structures with the same formula, charge and spin   0.1160 eV
HOMO-LUMO gap   11.187 eV
SMILES   OC1CCCC1
Charge   0
HOMO   -10.18 eV

Each atom is followed by the atoms it is bonded to, with distances in Å.
CARTESIAN COORDINATES (ANGSTROEM)
1 O -1.912 0.071 0.758  C2 1.424, H7 0.966
2 C -1.055 0.193 -0.373  O1 1.424, C3 1.534, C6 1.542, H8 1.100
3 C -0.198 -1.066 -0.558  C2 1.534, C4 1.530, H9 1.096, H10 1.098
4 C 0.933 -0.869 0.453  C3 1.530, C5 1.534, H11 1.095, H12 1.096
5 C 1.303 0.606 0.245  C4 1.534, C6 1.546, H13 1.094, H14 1.097
6 C -0.043 1.309 -0.046  C2 1.542, C5 1.546, H15 1.094, H16 1.095
7 H -2.549 -0.630 0.570  O1 0.966
8 H -1.653 0.423 -1.267  C2 1.100
9 H -0.775 -1.988 -0.417  C3 1.096
10 H 0.213 -1.087 -1.577  C3 1.098
11 H 1.775 -1.552 0.305  C4 1.095
12 H 0.541 -1.020 1.465  C4 1.096
13 H 1.828 1.042 1.101  C5 1.094
14 H 1.969 0.692 -0.623  C5 1.097
15 H -0.420 1.847 0.829  C6 1.094
16 H 0.043 2.031 -0.864  C6 1.095

Results of the natural (NBO) charge analysis, in e, for atoms 1 through 4: O -0.73; C 0.09; C -0.43; C -0.41


No. 6
This record from OMol25 describes C5H10O in the gas phase. The level of theory is the ωB97M-V functional and the def2-TZVPD basis.

Values from the calculation:
Energy above the lowest of the compared OMol25 structures with the same formula, charge and spin   1.1294 eV
HOMO-LUMO gap   11.118 eV
SMILES   OCCC1CC1
Charge   0
HOMO   -10.01 eV

Each atom is followed by the atoms it is bonded to, with distances in Å.
CARTESIAN COORDINATES (ANGSTROEM)
1 O -1.825 1.125 0.681  C2 1.411, H7 0.966
2 C -1.439 1.111 -0.676  O1 1.411, C3 1.534, H8 1.102, H9 1.095
3 C -0.493 -0.046 -1.021  C2 1.534, C4 1.515, H10 1.099, H11 1.098
4 C 0.700 -0.122 -0.089  C3 1.515, C5 1.502, C6 1.509, H12 1.091
5 C 1.394 -1.436 0.130  C4 1.502, C6 1.501, H13 1.088, H14 1.086
6 C 0.547 -0.853 1.223  C4 1.509, C5 1.501, H15 1.087, H16 1.087
7 H -1.014 1.219 1.197  O1 0.966
8 H -0.976 2.068 -0.966  C2 1.102
9 H -2.365 1.013 -1.254  C2 1.095
10 H -0.155 0.065 -2.061  C3 1.099
11 H -1.041 -0.996 -0.960  C3 1.098
12 H 1.341 0.761 -0.083  C4 1.091
13 H 1.015 -2.303 -0.406  C5 1.088
14 H 2.472 -1.429 0.265  C5 1.086
15 H -0.422 -1.308 1.414  C6 1.087
16 H 1.045 -0.470 2.110  C6 1.087

Results of the natural (NBO) charge analysis, in e, for atoms 1 through 4: O -0.71; C -0.06; C -0.42; C -0.24


No. 7
This record from OMol25 describes C5H10O in the gas phase. The level of theory is the ωB97M-V functional and the def2-TZVPD basis.

Values from the calculation:
Energy above the lowest of the compared OMol25 structures with the same formula, charge and spin   1.2428 eV
HOMO-LUMO gap   10.371 eV
SMILES   C[C@H]1C[C@]1(C)O
Charge   0
HOMO   -9.33 eV

Each atom is followed by the atoms it is bonded to, with distances in Å.
CARTESIAN COORDINATES (ANGSTROEM)
1 C -0.374 -0.360 1.932  C2 1.526, H7 1.099, H8 1.098, H9 1.097
2 C -0.076 -0.747 0.487  C1 1.526, C3 1.521, C4 1.518, H10 1.093
3 C -1.056 -0.396 -0.622  C2 1.521, C4 1.502, H11 1.090, H12 1.092
4 C 0.314 0.220 -0.617  C2 1.518, C3 1.502, C5 1.510, O6 1.423
5 C 0.725 1.665 -0.465  C4 1.510, H13 1.095, H14 1.096, H15 1.093
6 O 1.112 -0.281 -1.683  C4 1.423, H16 0.961
7 H -1.052 -1.099 2.381  C1 1.099
8 H 0.535 -0.342 2.548  C1 1.098
9 H -0.864 0.617 2.033  C1 1.097
10 H 0.381 -1.739 0.435  C2 1.093
11 H -1.086 -1.069 -1.479  C3 1.090
12 H -1.994 0.105 -0.378  C3 1.092
13 H 0.416 2.213 -1.361  C5 1.095
14 H 1.821 1.690 -0.441  C5 1.096
15 H 0.338 2.169 0.424  C5 1.093
16 H 1.200 -1.233 -1.581  O6 0.961

Results of the natural (NBO) charge analysis, in e, for atoms 1 through 4: C -0.61; C -0.25; C -0.46; C 0.25


No. 8
This record from OMol25 describes 2 unconnected molecules or ions with the total composition C5H10O in a non-equilibrium geometry. The level of theory is the ωB97M-V functional and the def2-TZVPD basis.

Values from the calculation:
Energy above the lowest of the compared OMol25 structures with the same formula, charge and spin   4.6317 eV
HOMO-LUMO gap   9.042 eV
Charge   0
HOMO   -8.24 eV

Each atom is followed by the atoms it is bonded to, with distances in Å.
CARTESIAN COORDINATES (ANGSTROEM)
1 C 0.480 0.820 -2.386  C2 1.339, H7 1.146, H8 1.027
2 C 0.967 0.911 -1.142  C1 1.339, C3 1.532, H15 1.073
3 C 0.941 2.155 -0.249  C2 1.532, H9 1.065, H10 1.168, H11 1.097
4 C -1.684 -1.645 1.242  C5 1.536, H12 1.094, H13 1.166, H14 1.064
5 C -0.416 -2.491 1.051  C4 1.536, O6 1.251
6 O 0.394 -2.412 2.001  C5 1.251, H16 1.002
7 H 0.860 -0.041 -3.039  C1 1.146
8 H -0.100 1.534 -2.843  C1 1.027
9 H 1.954 2.315 0.038  C3 1.065
10 H 0.602 3.042 -0.929  C3 1.168
11 H 0.377 1.926 0.664  C3 1.097
12 H -2.629 -2.049 0.868  C4 1.094
13 H -2.027 -1.489 2.346  C4 1.166
14 H -1.566 -0.849 0.546  C4 1.064
15 H 1.657 0.109 -0.963  C2 1.073
16 H 0.190 -1.835 2.794  O6 1.002

Results of the natural (NBO) charge analysis, in e, for atoms 1 through 4: C -0.39; C -0.18; C -0.65; C -0.81